Record 1
Computed, not measured: a cluster of 21 separate species, C9H58NO21 in total in a non-equilibrium geometry, with ωB97M-V with the def2-TZVPD basis set.

The geometry in XYZ format:
```
89
Properties=species:S:1:pos:R:3:forces:R:3
C -0.51816 0.88021 -2.56162 -0.55 -0.05 0.34
C -0.80428 0.05578 -1.28747 -0.33 -0.32 -0.66
C -0.22503 -1.31436 -1.65128 0.14 -1.17 0.89
C -0.20754 -2.24708 -0.44030 0.16 0.73 0.44
C 0.53237 -1.54141 0.70451 0.58 -0.46 -0.15
C 0.10842 -0.11579 1.12123 -1.29 -1.69 -1.93
N -0.10161 0.61451 -0.14355 1.87 0.58 -0.52
O -0.22341 2.03018 -0.02027 -0.85 -0.46 0.36
C 1.24741 0.46978 1.89239 0.18 1.89 0.71
C -1.18525 -0.31999 1.93485 0.16 0.91 0.45
C -2.34114 -0.02535 -1.10479 -0.32 -0.41 0.00
H -0.72091 0.32188 -3.48143 -0.44 -0.31 0.24
H 0.54199 1.09339 -2.65668 -0.09 0.78 0.21
H -1.22535 1.70840 -2.53445 0.76 0.60 -0.33
H 0.79687 -1.20517 -2.02478 0.03 0.14 0.01
H -0.79724 -1.82472 -2.43168 -0.19 0.43 -0.20
H 0.37629 -3.15524 -0.60991 -0.26 -0.15 -0.33
H -1.23670 -2.52098 -0.19306 0.04 -0.07 0.18
H 1.56655 -1.51978 0.34544 0.11 0.20 0.26
H 0.53155 -2.17797 1.59625 0.05 0.03 0.03
H 2.11356 0.67570 1.26266 0.18 -0.85 0.03
H 1.45488 -0.05785 2.82516 0.25 -0.45 -0.30
H 1.05521 1.49773 2.22531 -0.36 -0.33 0.01
H -0.95440 -0.84230 2.86816 -0.04 -0.05 0.00
H -1.95222 -0.86036 1.38153 0.17 -0.17 -0.07
H -1.59844 0.65216 2.20154 -0.29 -0.13 0.07
H -2.67934 -1.06068 -0.99455 0.02 -0.03 -0.07
H -2.84604 0.37805 -1.98346 -0.12 0.01 -0.01
H -2.71342 0.48725 -0.21864 0.22 0.30 -0.10
O 2.88634 -5.42050 0.89850 0.04 -0.01 -0.11
H 3.64236 -5.49512 0.30781 -0.03 0.14 0.05
H 2.11953 -5.37496 0.31336 0.03 -0.21 0.13
O 3.78090 1.72790 4.51258 0.01 -0.04 -0.17
H 2.82499 1.59318 4.46060 0.04 0.24 0.15
H 3.87639 2.66749 4.70712 -0.19 -0.09 0.01
O 2.08821 2.74403 -3.90796 0.44 0.41 0.04
H 1.81150 3.59392 -3.53102 -0.34 -0.30 0.13
H 2.94953 2.56584 -3.51114 -0.17 -0.06 0.16
O -2.81915 -0.57097 -5.90440 0.09 0.14 0.07
H -1.87224 -0.83261 -5.94834 -0.33 0.17 -0.20
H -2.81716 0.36228 -6.14507 0.21 -0.08 -0.10
O -4.97711 1.04141 -4.34053 -0.01 0.04 -0.11
H -4.65677 0.84960 -3.45400 0.05 -0.02 -0.04
H -4.41616 0.50707 -4.91899 -0.05 -0.17 0.24
O -1.69520 -3.91487 3.37933 0.08 0.04 -0.20
H -1.74247 -4.19335 2.45060 0.01 0.09 0.23
H -0.90848 -3.36056 3.43345 -0.07 -0.04 0.04
O 0.06787 -6.13090 0.21066 -0.14 0.21 -0.18
H -0.53476 -6.83277 0.47700 0.10 0.03 0.09
H -0.26814 -5.34139 0.65344 0.04 -0.13 0.10
O -3.03573 2.91481 0.87999 -0.24 0.19 -0.13
H -2.54370 2.78899 0.05178 0.41 -0.14 0.32
H -3.75999 3.51127 0.66074 0.04 -0.07 -0.01
O -1.30992 0.72392 5.55902 -0.35 0.08 -0.31
H -0.66118 1.04826 4.92462 -0.10 0.12 0.05
H -2.14688 0.63897 5.04349 0.77 -0.14 0.49
O 1.16087 3.30333 4.79398 -0.22 -0.14 -0.18
H 0.37972 3.11807 4.22448 0.31 0.09 0.03
H 0.90170 4.05407 5.33501 0.03 -0.05 0.02
O 4.39689 -1.60583 -0.48432 -0.04 0.01 0.03
H 5.20848 -1.34087 -0.92656 -0.05 0.05 0.02
H 3.80714 -0.84127 -0.58596 -0.03 0.12 -0.08
O -3.50859 -0.28830 4.31395 -0.40 0.08 -0.33
H -3.04499 -0.79706 3.63445 0.00 0.01 0.13
H -4.03441 0.35396 3.81963 0.07 -0.11 0.01
O 5.01493 1.23076 1.87216 -0.14 0.12 -0.02
H 4.94330 0.27695 1.98599 -0.05 0.05 -0.03
H 4.45016 1.60223 2.57189 0.24 -0.26 -0.01
O -0.14271 -1.38755 -6.03250 0.09 -0.16 0.07
H 0.66147 -0.83824 -6.12519 -0.41 0.14 0.31
H -0.20242 -1.56007 -5.08430 0.26 -0.02 -0.06
O 1.41327 3.90582 1.39008 -0.19 -0.23 -0.54
H 1.51872 3.45459 2.23281 -0.05 0.19 0.05
H 0.83234 3.29342 0.86535 0.47 0.19 0.26
O -0.75509 2.72413 2.89921 -0.36 -0.06 0.42
H -0.64733 2.17504 2.10123 0.02 0.51 -0.34
H -1.34692 3.43070 2.61633 0.00 -0.12 -0.16
O 1.73388 0.63704 -5.57159 0.10 -0.02 0.19
H 1.67784 1.28364 -4.83079 -0.07 -0.15 -0.48
H 2.66116 0.64129 -5.82524 -0.03 0.05 0.02
O -2.45160 -4.76891 0.75466 -0.24 -0.05 -0.33
H -2.21604 -4.88818 -0.17505 0.04 0.04 0.11
H -3.30041 -4.30970 0.73640 0.09 -0.01 0.09
O 0.22004 4.11928 -1.84346 0.08 -0.33 -0.22
H 0.14191 3.24472 -1.38479 -0.06 0.18 0.19
H -0.38344 4.69427 -1.36705 0.09 0.00 0.09
O 2.62433 0.82567 -1.22317 0.02 -0.06 -0.30
H 1.64712 0.69184 -1.18061 0.35 0.13 0.63
H 2.76151 1.67823 -0.79078 -0.09 -0.09 0.10
```
Forces are in eV/Å.

## Properties
Energy above the lowest of the compared OMol25 structures with the same formula, charge and spin, kcal per mole: 5.00
HOMO-LUMO gap, eV: 6.045
HOMO energy, eV: -4.264
LUMO, eV: 1.78
Charge: -1
Molecular weight, g/mol: 516.55
E, eV: -54764.346

---

Record 2
Computed, not measured: a structure of composition C9H5BCl3F11N2OPtS2, with ωB97M-V with the def2-TZVPD basis set.

The geometry in XYZ format:
```
35
Properties=species:S:1:pos:R:3:forces:R:3
Pt -0.24721 1.40704 0.91478 -0.39 -0.66 0.13
F 3.55671 0.08561 3.45505 0.00 0.03 -0.03
C 3.53687 1.25667 2.80019 -0.04 0.05 0.04
F 4.78289 1.74475 2.80887 0.02 -0.03 0.00
F 2.78483 2.09422 3.53453 -0.07 -0.05 0.06
C 2.91666 1.08374 1.37473 -0.03 -0.07 0.01
O 1.64994 0.64594 1.51772 0.27 0.26 0.24
C 3.73196 0.00487 0.58994 -0.02 0.03 0.04
F 5.05224 0.25143 0.57275 0.01 -0.02 -0.01
F 3.31824 -0.06875 -0.67841 0.00 -0.01 -0.01
F 3.55531 -1.20033 1.13722 0.01 0.01 -0.01
C 3.00841 2.44886 0.62163 -0.01 -0.02 0.02
F 2.36404 3.40546 1.31427 0.01 0.02 -0.02
F 4.26546 2.86932 0.43443 0.01 0.00 -0.02
F 2.42518 2.38031 -0.57794 -0.02 0.01 -0.02
S -0.84770 -0.94210 1.95624 0.18 0.24 -0.38
C -0.45420 -0.48945 3.50811 0.06 0.03 0.18
N 0.03219 -1.32789 4.41885 -0.05 -0.01 -0.08
C 0.07918 -0.86175 5.79620 0.01 0.01 0.02
C 0.23777 0.64832 5.68858 -0.02 -0.01 -0.01
S -0.68406 1.09879 4.18561 0.03 0.00 -0.08
H 0.18310 -2.29133 4.16302 0.02 0.00 0.00
H 0.91706 -1.31996 6.31872 0.01 0.00 -0.01
H -0.84974 -1.12377 6.31091 0.00 0.00 0.00
H 1.27740 0.93594 5.55143 0.05 0.01 -0.01
H -0.18196 1.16784 6.54570 0.00 0.01 0.00
Cl -3.91756 5.28044 0.81827 -0.03 -0.01 0.01
C -2.20425 5.47509 0.42492 0.05 -0.08 -0.02
Cl -2.01950 6.06153 -1.23101 0.00 0.03 -0.05
Cl -1.43556 6.58675 1.56471 0.01 0.02 0.02
C -1.54047 4.17716 0.52836 -0.09 0.13 0.06
N -1.03184 3.15847 0.63956 0.31 0.04 -0.07
F -1.30018 0.05727 -1.37075 -0.01 -0.08 -0.02
B -1.64869 0.76701 -0.30361 -0.26 0.11 0.07
F -2.95357 0.98418 -0.15149 -0.04 0.05 -0.06
```
Forces are in eV/Å.

## Properties
Energy above the lowest of the compared OMol25 structures with the same formula, charge and spin, kcal per mole: 33.07
HOMO-LUMO gap, eV: 8.161
HOMO energy, eV: -8.331
LUMO, eV: -0.17
Charge: 0
Molecular weight, g/mol: 742.51
E, eV: -107498.247

---

Record 3
Computed, not measured: a structure of composition C9H5NNdO4S in a non-equilibrium geometry, with ωB97M-V with the def2-TZVPD basis set.

The geometry in XYZ format:
```
21
Properties=species:S:1:pos:R:3:forces:R:3
O -0.62378 -2.44846 -1.65551 0.64 4.91 1.95
C -0.47271 -1.38101 -1.23268 -1.31 -6.70 -2.27
Nd 0.15143 0.84112 -0.44909 0.06 1.73 0.36
O -2.56122 -0.45479 -5.83292 1.29 0.51 2.66
C -2.06189 -0.25960 -4.82508 -1.25 -0.48 -2.54
C 0.83896 0.11491 -2.73164 2.55 -2.08 -6.15
O 1.18805 -0.21736 -3.78454 -1.61 1.56 4.93
C -0.16872 2.45295 -2.57394 0.28 3.72 -4.43
O -0.09163 3.10365 -3.52436 -0.45 -2.93 4.23
S 2.48143 -0.41627 0.07994 -0.74 0.22 -0.27
C 1.41488 -0.30338 1.43160 -0.01 -0.83 0.71
N 0.52824 -1.35466 1.67395 -0.36 1.33 0.72
C -0.54299 -1.22390 2.52803 0.95 -0.47 -0.65
C -0.84193 0.02048 3.04680 -0.47 0.38 0.21
C 0.00379 1.12392 2.82397 -0.02 -0.81 0.57
C 1.18012 0.93279 2.08552 -0.06 -0.54 0.14
H 0.66681 -2.25433 1.20583 0.37 0.09 0.24
H -1.08272 -2.15474 2.73049 -0.05 0.43 0.00
H -1.73766 0.11475 3.66094 0.22 0.04 -0.06
H -0.23342 2.07670 3.30103 0.13 -0.12 -0.16
H 1.96497 1.68723 2.04167 -0.16 0.03 -0.20
```
Forces are in eV/Å.

## Properties
Multiplicity: 4
Energy above the lowest of the compared OMol25 structures with the same formula, charge and spin, kcal per mole: 24.58
HOMO-LUMO gap (alpha / beta), eV: 7.627 / 7.759
HOMO energy (alpha / beta), eV: -21.444 / -21.454
LUMO (alpha / beta), eV: -13.82 / -13.69
Charge: +3
Molecular weight, g/mol: 367.45
E, eV: -45173.412

---

Record 4
Computed, not measured: a structure of composition C9H60NO24V in a non-equilibrium geometry, with ωB97M-V with the def2-TZVPD basis set.

The geometry in XYZ format:
```
95
Properties=species:S:1:pos:R:3:forces:R:3
O 3.36724 -6.31352 1.33913 -0.80 0.50 -2.66
V 2.70910 -6.15820 -0.13812 -2.18 -2.25 3.00
O 1.34863 -7.10029 -0.12114 2.94 2.17 -0.46
C -2.39091 -1.03129 0.49120 0.59 -0.76 -0.46
C -1.25862 -0.12737 -0.01494 0.28 2.05 0.79
C -1.77478 1.32774 0.39728 -0.80 -0.33 -1.65
C -0.81369 2.47436 0.32472 1.52 -0.88 1.19
C 0.37555 2.13920 1.28647 -1.15 0.60 -1.77
C 1.02324 0.75120 0.95000 0.94 1.80 -0.03
N 0.05450 -0.31915 0.71218 0.43 -4.30 -0.08
O 0.55642 -1.65530 0.72615 -1.67 4.55 -0.04
C 1.89598 0.42489 2.14112 0.25 -1.23 1.08
C 1.94782 1.01407 -0.31989 -0.55 -0.44 0.76
C -0.99773 -0.33324 -1.52621 0.17 0.53 -0.22
H -3.35435 -0.78942 0.04245 0.23 0.26 -0.55
H -2.61508 -0.93390 1.55344 0.64 -0.23 0.14
H -2.12301 -2.04122 0.18079 -0.28 -0.25 0.50
H -2.34544 1.22359 1.32010 0.45 0.22 0.32
H -2.50836 1.66118 -0.33674 -0.62 -0.76 -0.23
H -1.25462 3.43589 0.58768 -0.19 -0.10 0.12
H -0.47471 2.56763 -0.70702 0.18 0.03 -0.06
H 0.00029 2.27787 2.30040 0.17 -0.52 0.17
H 1.08642 2.94044 1.08455 0.55 -0.30 0.41
H 2.36040 -0.55958 2.08420 0.35 0.16 -0.55
H 1.33336 0.29507 3.06562 -0.59 0.30 -0.03
H 2.63624 1.18476 2.39154 0.04 0.08 -0.52
H 2.51619 0.10545 -0.51855 -0.36 -0.10 -0.45
H 2.69540 1.79081 -0.15893 -0.16 0.11 0.47
H 1.31166 1.36653 -1.13179 0.26 -0.42 -0.24
H -0.36370 -1.19754 -1.72396 -0.46 -0.40 0.30
H -0.42139 0.45734 -2.00675 0.03 0.47 0.45
H -1.91629 -0.34665 -2.11287 -0.18 -0.41 0.21
O -5.95545 1.97119 5.14722 -0.04 0.20 -0.19
H -6.51532 1.20000 5.23688 -0.19 -0.17 0.01
H -5.16907 1.75648 5.64896 0.26 -0.02 0.13
O 7.67538 -0.95902 -3.42722 0.02 -0.34 0.02
H 7.13926 -0.42169 -4.01038 -0.19 0.18 -0.20
H 7.97656 -0.35215 -2.75102 0.09 0.13 0.19
O -1.71865 -0.25487 5.14260 -0.03 0.34 0.10
H -1.45979 -0.48174 4.24943 0.15 -0.08 -0.27
H -2.21138 -1.01566 5.45024 -0.06 -0.24 0.14
O 0.84017 2.79515 7.22936 0.04 0.06 0.21
H 1.18544 3.42471 6.59636 0.11 0.17 -0.11
H 0.35163 2.16533 6.69939 -0.18 -0.27 -0.11
O 5.74314 -4.47071 -1.90538 -0.38 -0.24 0.19
H 6.10191 -3.68702 -2.32173 0.07 0.36 -0.11
H 6.34826 -5.17084 -2.15007 0.19 -0.17 -0.03
O 5.17965 -4.49535 6.59898 0.12 0.21 0.06
H 4.32618 -4.71341 6.22443 -0.25 -0.02 -0.13
H 5.54836 -5.33832 6.86292 0.12 -0.19 0.06
O -7.21923 -4.87580 -3.99479 -0.16 -0.19 -0.04
H -7.46353 -4.11108 -3.47348 -0.12 0.25 0.09
H -6.26207 -4.87547 -3.98737 0.32 -0.05 -0.05
O 5.58668 2.70217 -4.53593 0.10 -0.29 -0.11
H 6.18234 3.18262 -3.96096 0.19 0.19 0.16
H 4.72935 3.09723 -4.37740 -0.27 0.10 -0.03
O 1.56940 -2.15674 -6.60396 -0.01 -0.27 0.15
H 2.19459 -1.91964 -7.28890 0.18 0.03 -0.17
H 1.02249 -1.37830 -6.49832 -0.17 0.18 0.06
O -0.31282 -4.70638 4.98432 0.00 0.12 0.26
H -1.04114 -5.29505 4.78622 -0.15 -0.19 -0.03
H -0.03330 -4.37483 4.13098 0.16 0.09 -0.26
O -3.04327 -6.13438 -3.53560 -0.27 0.16 -0.07
H -2.09503 -6.01756 -3.59390 0.31 0.08 -0.02
H -3.15466 -6.99281 -3.12703 -0.04 -0.22 0.10
O -5.94129 4.84311 1.60234 -0.02 0.23 0.00
H -5.78707 4.12817 2.21983 -0.01 -0.20 0.28
H -5.70181 4.47973 0.74978 0.03 -0.05 -0.24
O 1.37733 -5.74701 -4.22891 -0.04 -0.07 0.35
H 1.58949 -6.45901 -4.83248 0.04 -0.21 -0.14
H 1.39731 -4.95859 -4.77134 0.01 0.34 -0.16
O -8.39499 -0.72199 -3.12742 0.21 -0.09 -0.20
H -9.30477 -0.43994 -3.22211 -0.26 0.05 -0.07
H -8.19865 -0.59164 -2.19968 0.09 0.03 0.24
O 6.81173 5.78241 -1.43213 0.02 -0.16 -0.21
H 5.99071 6.15585 -1.11163 -0.26 0.11 0.03
H 7.44653 5.96936 -0.74053 0.21 0.02 0.15
O 1.62285 4.77998 -4.98267 0.02 -0.21 -0.15
H 1.47726 4.61082 -4.05185 -0.06 -0.05 0.25
H 1.87928 5.70136 -5.02190 0.09 0.25 -0.06
O -6.49917 1.14093 -6.46777 0.16 0.20 -0.05
H -6.82133 0.77744 -5.64296 -0.09 -0.12 0.29
H -6.97118 0.65567 -7.14451 -0.09 -0.11 -0.19
O 2.31218 7.48502 -1.08882 0.20 -0.17 -0.15
H 2.30700 7.69001 -0.15384 0.02 0.07 0.25
H 1.43880 7.73135 -1.39336 -0.22 0.09 -0.10
O 8.80932 1.89845 5.52999 0.02 -0.12 -0.19
H 9.40559 2.61891 5.73404 0.18 0.16 0.03
H 8.11359 1.97032 6.18348 -0.21 -0.04 0.16
O -6.99000 -6.50771 0.86652 -0.18 0.10 0.12
H -6.29810 -7.01638 1.28931 0.15 -0.14 0.14
H -6.67862 -6.37702 -0.02914 0.03 0.05 -0.28
O -2.14017 8.25117 4.00408 0.17 0.19 0.00
H -1.81569 7.35180 3.95867 0.09 -0.22 0.02
H -3.08800 8.16998 3.89799 -0.27 0.01 -0.03
```
Forces are in eV/Å.

## Properties
Energy above the lowest of the compared OMol25 structures with the same formula, charge and spin, kcal per mole: 207.58
HOMO-LUMO gap, eV: 2.616
HOMO energy, eV: -5.912
LUMO, eV: -3.30
Charge: 0
Molecular weight, g/mol: 617.51
E, eV: -86615.403